A structure of composition C6H24F2N12O6Y. Source: the OMol25 dataset; level of theory: ωB97M-V/def2-TZVPD.

Calculated values
Total charge   +2
E_HOMO (spin up / spin down)   -0.5504 / -0.5442 Ha
Total energy   -1589.3675 a.u.
Strongest force on any atom   9.2 eV Å⁻¹
<S²>   0.76
Multiplicity   2

```
51
Properties=species:S:1:pos:R:3:forces:R:3:lowdin_spin:R:1
Y -0.310292 -0.075601 -0.369590 -1.90 -1.17 1.30 -0.0198
F -2.380512 -0.943451 0.266560 1.61 0.66 -0.20 0.0604
F 0.666708 1.764859 -1.664180 -0.54 -0.30 0.25 0.6538
C -0.164732 -2.413271 2.139450 -1.23 2.35 -3.21 0.0003
O 0.242168 -1.752801 1.190770 1.44 0.75 -1.39 0.0029
N -1.355242 -2.401701 2.555160 -7.72 2.61 1.27 0.0007
N 0.408678 -3.310551 2.771680 6.50 -5.49 3.46 0.0004
H -1.994012 -1.711691 2.186450 -0.26 -0.17 -0.62 0.0000
H -1.683962 -2.889911 3.375960 0.15 0.25 -0.30 0.0000
H -0.172512 -3.821681 3.420580 1.19 -0.27 0.04 0.0000
H 1.417698 -3.353131 2.784800 -0.24 -0.53 0.11 0.0000
C 0.546648 1.020779 2.915500 -0.45 -1.77 -1.10 0.0002
O 0.242178 0.782039 1.780520 -1.77 0.02 -3.40 0.0021
N 1.734858 1.362489 3.215860 4.67 2.06 1.36 0.0001
N -0.197722 0.737869 3.928580 -2.99 -0.21 2.07 0.0001
H 2.402078 1.339789 2.457970 0.11 0.69 0.44 0.0000
H 1.753318 2.005419 3.994580 1.18 -0.02 -0.14 0.0000
H -1.153672 0.578399 3.644270 -0.07 -0.33 1.05 0.0000
H 0.221068 0.628749 4.841160 -0.77 -0.03 -0.05 0.0000
C -2.281712 0.523649 -3.218490 -1.12 1.43 -3.43 0.0127
O -1.717392 0.138619 -2.270080 3.35 -2.03 6.16 0.1020
N -3.447222 0.214459 -3.577570 -6.59 -2.44 -0.55 0.0041
N -1.694992 1.283399 -4.085420 3.56 2.74 -1.44 0.0039
H -3.999032 -0.440531 -3.042210 0.10 0.14 0.11 -0.0002
H -3.865782 0.506409 -4.449160 0.31 -0.07 0.19 0.0003
H -0.772492 1.435449 -3.703360 0.37 0.94 -1.06 -0.0018
H -2.144372 1.895459 -4.751420 0.28 -0.22 0.16 0.0005
C 3.136498 0.260639 0.232460 -1.19 3.20 -0.37 0.0019
O 1.965948 -0.079541 0.016000 0.92 -0.24 -0.74 0.0271
N 3.580268 1.538929 0.074140 -0.81 0.11 -0.52 0.0005
N 4.053538 -0.455921 0.792810 1.64 -3.53 1.19 0.0015
H 2.904288 2.234969 -0.206360 0.48 0.11 -0.11 0.0003
H 4.536158 1.738329 0.332210 -0.43 0.57 -0.20 -0.0001
H 5.030388 -0.200061 0.772960 -0.25 -0.13 0.13 0.0001
H 3.812178 -1.410641 1.017230 0.29 0.03 -0.08 0.0000
C 1.101748 -2.368161 -2.468920 0.88 3.59 2.00 0.0002
O 0.331318 -1.527821 -2.013980 -1.87 1.09 0.58 0.0028
N 2.311438 -2.085531 -2.730590 6.18 2.86 -2.38 0.0000
N 0.964928 -3.600091 -2.435990 -4.34 -6.90 0.38 0.0001
H 2.758178 -1.221981 -2.457080 -0.44 0.00 -0.46 -0.0001
H 2.860758 -2.741521 -3.267270 0.21 0.35 0.27 0.0000
H 0.093268 -3.818961 -1.975110 -0.04 -1.19 -0.44 0.0000
H 1.639458 -4.293881 -2.725380 -0.39 0.19 0.29 0.0000
C -2.370142 2.711689 0.063560 -1.47 0.42 3.44 0.0091
O -1.525182 1.826509 0.219460 1.02 -0.40 -1.05 0.1212
N -3.094542 3.107389 1.139520 0.65 -0.69 0.09 0.0087
N -2.659772 3.351829 -1.017950 0.58 0.50 -3.11 0.0041
H -2.725542 2.719079 1.995770 -0.73 0.45 0.18 -0.0001
H -3.744252 3.876859 1.062770 0.16 -0.27 0.57 0.0008
H -3.275942 4.152049 -1.008770 0.32 -0.16 -0.29 0.0001
H -1.984722 3.182329 -1.749850 -0.48 0.47 -0.46 -0.0009
```
Forces are in eV/Å.